# 1
DFT (the ωB97M-V functional and the def2-TZVPD basis) results for a molecular structure, C37H60BMoN9OS3.

```
! RIJCOSX wB97M-V def2-TZVPD def2/J DEFGRID3
* xyz 2 3
Mo -0.812 -0.535 -0.987
C -5.223 -3.589 -0.792
S -5.130 -2.360 -2.104
C -3.463 -1.873 -2.075
S -2.306 -2.518 -0.938
N -3.139 -1.014 -2.989
N -1.771 -0.763 -2.914
C -1.135 -0.840 -4.010
C 0.308 -0.754 -3.901
C 1.159 -0.827 -4.980
C 2.527 -0.760 -4.748
C 2.968 -0.599 -3.450
C 2.045 -0.538 -2.416
N 0.732 -0.641 -2.628
H -6.252 -3.946 -0.823
H -5.018 -3.154 0.182
H -4.557 -4.426 -0.991
H -1.664 -1.025 -4.938
H 0.753 -0.934 -5.979
H 3.229 -0.821 -5.570
H 4.022 -0.525 -3.215
H 2.368 -0.405 -1.395
C 1.469 -5.270 -0.550
C 0.756 -3.982 -0.966
C 0.755 -3.850 -2.492
C 1.377 -2.798 -0.275
C 2.653 -2.751 0.273
C 2.802 -1.491 0.834
C 4.014 -0.874 1.470
C 5.086 -1.923 1.746
C 4.555 0.246 0.571
N 1.660 -0.815 0.640
N 0.772 -1.607 -0.058
B 1.166 0.467 1.375
N -0.182 0.102 2.027
N -1.234 -0.334 1.246
C -2.241 -0.645 2.092
C -1.827 -0.394 3.395
C -0.517 0.027 3.333
C 0.356 0.261 4.542
C 1.508 -0.747 4.662
C 0.835 1.699 4.717
C -3.579 -1.284 1.801
C -3.534 -2.741 2.281
C -4.717 -0.540 2.508
N 0.989 1.603 0.345
N 0.260 1.348 -0.784
C 0.219 2.485 -1.501
C 0.961 3.459 -0.848
C 1.440 2.870 0.314
C 2.277 3.515 1.379
C 3.498 4.207 0.769
C 1.420 4.520 2.158
C -0.489 2.626 -2.815
C -1.435 3.828 -2.790
C 0.524 2.778 -3.957
H 0.931 -6.130 -0.950
H 1.519 -5.375 0.535
H 2.487 -5.308 -0.947
H -0.275 -4.054 -0.627
H 1.759 -3.622 -2.867
H 0.065 -3.082 -2.834
H 0.436 -4.793 -2.940
H 3.378 -3.548 0.283
H 3.712 -0.431 2.418
H 5.459 -2.360 0.816
H 4.712 -2.729 2.381
H 5.932 -1.462 2.255
H 4.898 -0.166 -0.384
H 5.410 0.732 1.045
H 3.801 1.012 0.368
H 1.963 0.775 2.194
H -2.395 -0.562 4.297
H -0.325 0.056 5.369
H 2.366 -0.440 4.065
H 1.207 -1.750 4.349
H 1.839 -0.806 5.700
H 1.537 1.982 3.937
H 1.348 1.800 5.675
H 0.002 2.403 4.709
H -3.775 -1.276 0.736
H -3.361 -2.778 3.359
H -2.738 -3.304 1.792
H -4.483 -3.245 2.087
H -4.622 -0.602 3.593
H -5.676 -0.988 2.239
H -4.754 0.519 2.242
H 1.142 4.469 -1.181
H 2.628 2.736 2.057
H 3.199 5.043 0.133
H 4.097 3.520 0.168
H 4.132 4.608 1.560
H 1.091 5.325 1.496
H 1.997 4.966 2.971
H 0.535 4.049 2.586
H -1.090 1.733 -2.972
H -0.877 4.764 -2.717
H -2.114 3.785 -1.935
H -2.030 3.870 -3.704
H 1.055 3.728 -3.865
H 0.021 2.773 -4.927
H 1.274 1.986 -3.948
C -4.647 1.846 -1.753
S -3.742 1.160 -0.391
C -3.400 2.623 0.556
O -2.381 0.828 -1.020
H -4.077 2.655 -2.203
H -5.608 2.199 -1.369
H -4.800 1.032 -2.461
H -4.349 3.042 0.900
H -2.856 3.331 -0.071
H -2.797 2.312 1.410
*
```

Summary:
M = 849.902 Da
⟨S²⟩ = 2.021
Relative energy (zero: lowest compared OMol25 entry of this formula, charge and spin) = 0.0026 eV
E_LUMO (spin up / spin down) = -6.04 / -6.96 eV
HOMO-LUMO gap (spin up / spin down) = 7.5 / 6.8 eV
Energy = -89831.158 eV

# 2
DFT (the ωB97M-V functional and the def2-TZVPD basis) results for a single C5H9NO molecule.

```
! RIJCOSX wB97M-V def2-TZVPD def2/J DEFGRID3
* xyz 0 1
C 0.702 -2.234 -0.273
C 1.198 -0.975 0.380
O 2.032 -0.989 1.262
C 0.553 0.351 0.123
C -0.643 0.385 1.007
N -0.769 0.568 -0.424
C -1.060 1.915 -0.907
H 0.789 -3.053 0.445
H -0.320 -2.144 -0.651
H 1.367 -2.441 -1.117
H 1.224 1.207 0.193
H -0.582 1.175 1.745
H -1.042 -0.564 1.360
H -2.138 2.006 -1.079
H -0.551 2.085 -1.860
H -0.759 2.710 -0.204
*
```

Summary:
M = 99.133 Da
SMILES = CC(=O)[C@@H]1CN1C
Relative energy (zero: lowest compared OMol25 entry of this formula, charge and spin) = 2.4136 eV
E_LUMO = 1.03 eV
HOMO-LUMO gap = 10.4 eV
Energy = -8866.799 eV

# 3
DFT (the ωB97M-V functional and the def2-TZVPD basis) results for a gas-phase ion, C12H9OS (charge +1) at a distorted geometry.

```
! RIJCOSX wB97M-V def2-TZVPD def2/J DEFGRID3
* xyz 1 1
C -1.391 3.370 0.146
C -0.297 3.426 0.976
C -1.768 2.205 -0.371
C 0.482 2.298 1.158
C 1.628 -2.360 0.700
C -1.852 -0.144 -0.568
C 1.924 -3.177 -0.429
C -1.107 0.997 0.021
C 1.261 -1.119 0.817
C -1.942 -1.362 -0.148
C 0.050 1.049 0.679
C 1.840 -2.952 -1.733
O 0.965 0.040 0.882
S -1.960 -2.784 0.505
H -1.915 4.212 -0.085
H -0.030 4.494 1.247
H -2.634 2.190 -1.064
H 1.454 2.292 1.662
H 1.823 -2.807 1.799
H -2.455 0.180 -1.372
H 2.120 -4.258 -0.148
H 1.747 -1.990 -2.239
H 2.058 -3.801 -2.433
*
```

Summary:
M = 201.270 Da
Relative energy (zero: lowest compared OMol25 entry of this formula, charge and spin) = 1.4284 eV
E_LUMO = -5.01 eV
HOMO-LUMO gap = 6.8 eV
Energy = -25459.397 eV